# 1
# C4H9NO

2 unconnected molecules or ions with the total composition C4H9NO in a non-equilibrium geometry (ωB97M-V with the def2-TZVPD basis set, the Open Molecules 2025 dataset).

XYZ file:
```
15
Properties=species:S:1:pos:R:3:forces:R:3
H 1.26198 -1.53075 3.20039 0.09 0.21 0.33
C -0.34237 -2.21145 2.07814 -0.68 -0.22 -0.18
H -0.18781 -1.74527 4.16943 -0.22 -0.50 0.57
H 0.09123 -3.20433 1.85556 0.29 0.05 0.39
C 0.81562 0.82296 -2.93466 0.17 -1.41 -0.26
H -1.54728 1.22437 -1.85236 -0.04 -0.01 -0.26
H -0.10383 -0.36338 3.11877 0.00 0.11 -0.12
H 0.29308 -0.11814 -3.07186 -0.45 0.23 0.13
N -0.96943 2.05643 -1.94701 -0.40 -0.73 1.29
H 0.82737 2.87652 -2.37085 0.18 0.04 0.28
C 0.17872 -1.40522 3.22355 0.64 0.04 -0.81
H 1.86128 0.71466 -3.18120 0.12 0.65 -0.02
H -1.19500 2.77029 -1.25721 -0.14 0.35 -0.57
C 0.25286 1.96081 -2.38627 0.52 0.82 -0.54
O -1.23643 -1.84747 1.35559 -0.08 0.38 -0.24
```
Positions in Å, forces in eV/Å.

Values from the calculation:
Energy relative to the best compared isomer or geometry (same formula, charge and spin): 22.8 kcal per mole
Multiplicity: 2
Expectation value of S²: 0.763
Charge: +1
Kohn-Sham gap (spin up / spin down): 8.24 / 4.56 eV
F_max: 0.0297 hartree/bohr

=====

# 2
# CHCl2O2P

2 unconnected molecules or ions with the total composition CHCl2O2P in a non-equilibrium geometry (ωB97M-V with the def2-TZVPD basis set, the Open Molecules 2025 dataset).

XYZ file:
```
7
Properties=species:S:1:pos:R:3:forces:R:3
P 2.03382 -1.34900 -0.67599 -0.72 -1.31 -2.28
C -1.96261 0.38083 0.35719 1.43 -0.81 -0.59
Cl -0.62729 -0.76916 0.24587 -1.41 -0.03 0.10
Cl -2.53918 0.99255 -1.10303 -0.46 -0.06 -0.50
O 2.09307 0.27081 -0.41598 0.06 0.49 -0.35
O 2.65344 -0.67667 0.58947 1.27 0.89 2.49
H -1.65125 1.15065 1.00245 -0.17 0.83 1.12
```
Positions in Å, forces in eV/Å.

Values from the calculation:
Energy relative to the best compared isomer or geometry (same formula, charge and spin): 149.4 kcal per mole
Kohn-Sham gap (spin up / spin down): 6.92 / 8.36 eV
F_max: 0.0571 hartree/bohr